[1]
{
  "formula": "C17H13IN4O2Rh",
  "method": "ωB97M-V/def2-TZVPD",
  "elements": ["I", "Rh", "O", "O", "N", "N", "N", "N", "C", "C", "C", "C", "C", "C", "C", "C", "C", "C", "C", "C", "C", "C", "C", "C", "C", "H", "H", "H", "H", "H", "H", "H", "H", "H", "H", "H", "H", "H"],
  "positions_angstrom": [[-0.595, 5.513, -1.887], [0.614, -0.411, -1.510], [2.575, -0.410, -1.485], [-1.345, -0.683, -1.542], [1.485, 2.146, -0.470], [0.357, -0.909, 0.283], [0.601, 1.512, -1.254], [-0.951, -0.956, 0.703], [4.688, -0.537, -0.515], [5.490, -0.790, 0.567], [3.597, -1.272, 1.944], [4.950, -1.160, 1.812], [-5.961, -0.985, 0.318], [-0.177, 2.439, -1.810], [3.287, -0.651, -0.411], [1.289, 3.471, -0.523], [2.727, -1.016, 0.853], [1.333, -1.166, 1.101], [-5.456, -0.892, -0.971], [-1.769, -0.848, -0.313], [-4.087, -0.850, -1.177], [-5.098, -1.047, 1.406], [0.228, 3.702, -1.375], [-3.730, -1.010, 1.207], [-3.221, -0.907, -0.087], [-6.130, -0.852, -1.816], [-0.986, 2.163, -2.466], [2.201, 1.626, 0.017], [5.603, -1.354, 2.650], [1.907, 4.153, 0.037], [1.005, -1.506, 2.079], [-3.683, -0.780, -2.177], [3.162, -1.561, 2.893], [-3.049, -1.059, 2.046], [6.564, -0.712, 0.459], [-7.030, -1.010, 0.478], [-5.495, -1.125, 2.409], [5.102, -0.264, -1.476]],
  "forces_ev_per_a": [[-0.003, 0.009, -0.004], [0.599, -0.084, -0.190], [-0.123, -0.232, -0.179], [0.003, 0.214, 0.194], [0.025, 0.002, -0.020], [-0.283, -0.147, 0.059], [-0.123, 0.095, 0.060], [0.040, -0.001, -0.101], [-0.073, 0.006, 0.049], [0.057, -0.015, 0.023], [-0.019, 0.001, -0.032], [0.037, 0.006, 0.003], [-0.005, 0.006, 0.000], [-0.110, 0.010, 0.061], [-0.024, 0.073, 0.242], [-0.006, 0.009, 0.001], [0.027, -0.009, -0.200], [-0.009, 0.161, 0.037], [-0.003, -0.005, -0.002], [-0.021, -0.073, -0.031], [0.010, 0.000, 0.023], [-0.003, -0.008, 0.005], [0.011, -0.026, 0.005], [-0.004, -0.012, -0.023], [-0.031, 0.018, 0.033], [0.000, 0.005, -0.001], [0.005, -0.028, 0.006], [0.013, 0.001, -0.034], [-0.009, -0.010, 0.004], [0.000, -0.005, 0.007], [0.031, 0.023, 0.016], [-0.006, 0.007, -0.007], [0.002, -0.001, 0.002], [-0.002, 0.008, 0.004], [-0.003, 0.010, -0.004], [0.000, -0.013, -0.002], [0.000, 0.005, 0.001], [-0.001, 0.000, -0.005]],
  "lumo_energy_ev": [-5.011, -5.011],
  "relative_energy_kcal_mol": 0.0,
  "e_tot_ev": -38996.448,
  "charge": 1,
  "orbital_gap_ha": [0.2359, 0.2359]
}


[2]
{
  "formula": "C17H13N3O3",
  "method": "ωB97M-V/def2-TZVPD",
  "elements": ["O", "O", "O", "N", "N", "N", "C", "C", "C", "C", "C", "C", "C", "C", "C", "C", "C", "C", "C", "C", "C", "C", "C", "H", "H", "H", "H", "H", "H", "H", "H", "H", "H", "H", "H", "H"],
  "positions_angstrom": [[2.293, 1.848, 1.106], [-3.929, -0.716, -2.070], [-5.586, 0.616, -2.378], [1.774, -1.674, 0.521], [3.986, -1.999, 0.334], [-4.486, 0.354, -1.943], [-3.735, 3.581, -0.282], [-3.787, 1.389, -1.219], [-4.414, 2.609, -0.994], [-2.505, 1.135, -0.759], [-0.472, 1.903, 0.461], [2.494, -3.956, 0.211], [2.803, -2.598, 0.343], [1.186, -4.350, 0.293], [4.855, 0.295, 0.592], [-2.459, 3.335, 0.192], [3.758, -0.696, 0.528], [2.379, -0.442, 0.628], [1.730, 0.852, 0.675], [0.491, -2.077, 0.662], [0.178, -3.399, 0.537], [0.369, 0.932, 0.092], [-1.817, 2.114, -0.045], [-0.848, -3.710, 0.639], [-5.412, 2.771, -1.370], [5.230, 0.353, 1.614], [-0.123, 2.611, 1.203], [4.490, 1.280, 0.315], [0.120, 0.216, -0.678], [-4.205, 4.534, -0.092], [3.303, -4.649, 0.058], [-0.247, -1.325, 0.895], [-2.070, 0.168, -0.956], [-1.937, 4.099, 0.749], [5.672, -0.015, -0.054], [0.920, -5.390, 0.193]],
  "forces_ev_per_a": [[-0.044, -0.120, 0.019], [0.069, -0.251, -0.066], [-0.247, 0.029, -0.110], [0.435, -0.508, -0.142], [0.396, -0.320, -0.035], [-0.262, -0.438, -0.279], [-0.006, -0.056, -0.023], [0.656, 0.943, 0.646], [-0.040, -0.233, -0.115], [-0.166, -0.023, -0.081], [0.586, -0.366, 0.021], [-0.420, -0.267, 0.004], [-0.112, 0.364, 0.014], [0.396, 0.019, -0.027], [0.023, 0.118, -0.054], [0.122, -0.206, -0.039], [-0.753, 0.120, 0.046], [0.998, 0.461, 0.153], [-0.052, 0.098, 0.037], [-0.729, -0.428, 0.061], [-0.053, 0.324, 0.008], [-0.334, 0.556, 0.051], [-0.637, 0.178, -0.216], [-0.103, 0.050, 0.028], [-0.026, 0.008, -0.005], [0.037, 0.064, 0.048], [0.094, 0.035, 0.058], [0.091, 0.039, 0.025], [-0.130, -0.096, -0.053], [-0.046, 0.069, 0.007], [0.092, -0.062, -0.022], [0.037, 0.001, -0.003], [0.018, -0.034, 0.009], [0.060, 0.073, 0.070], [0.045, -0.029, -0.029], [0.007, -0.111, -0.006]],
  "lumo_energy_ev": -0.804,
  "relative_energy_kcal_mol": 58.4,
  "e_tot_ev": -28449.896,
  "smiles": "Cc1nc2ccccn2c1C(=O)/C=C/c1cccc([N+](=O)[O-])c1",
  "orbital_gap_ha": 0.2813
}


[3]
{
  "formula": "C17H13N5O",
  "method": "ωB97M-V/def2-TZVPD",
  "elements": ["O", "N", "N", "N", "N", "N", "C", "C", "C", "C", "C", "C", "C", "C", "C", "C", "C", "C", "C", "C", "C", "C", "C", "H", "H", "H", "H", "H", "H", "H", "H", "H", "H", "H", "H", "H"],
  "positions_angstrom": [[-2.587, 1.044, -0.786], [1.219, -1.042, 1.784], [-1.718, 1.141, -1.666], [-1.274, 0.038, -2.111], [0.775, -3.277, 1.739], [-0.026, -0.334, -0.191], [-1.712, 3.436, -4.678], [2.745, -0.020, 3.217], [-1.571, 2.249, -3.908], [2.368, -3.700, 4.329], [1.395, -2.291, 2.385], [-1.035, -2.197, -1.338], [-2.132, 3.514, -1.927], [1.924, 0.065, 2.147], [-0.603, -3.122, -0.408], [-2.109, 4.638, -4.054], [-2.324, 4.688, -2.678], [-0.760, -0.835, -1.179], [-1.812, 2.289, -2.514], [0.431, -1.236, 0.709], [0.177, -2.628, 0.660], [2.259, -2.403, 3.569], [2.943, -1.277, 3.914], [-2.240, 3.596, -0.856], [-2.523, 5.608, -2.150], [-1.591, -2.548, -2.197], [3.162, -3.673, 5.042], [1.419, -3.936, 4.790], [-1.489, 3.467, -5.720], [-0.837, -4.180, -0.432], [-1.305, 1.288, -4.365], [3.240, 0.889, 3.508], [1.738, 0.973, 1.537], [3.522, -1.253, 4.842], [2.573, -4.512, 3.627], [-2.243, 5.539, -4.644]],
  "forces_ev_per_a": [[0.432, 2.019, 2.097], [0.763, -0.284, 0.641], [-3.655, -2.967, -0.807], [3.269, 1.226, -1.942], [0.099, 1.219, -0.083], [0.456, -0.347, 0.944], [-0.293, -0.230, 2.051], [-0.014, -0.269, -0.363], [-0.100, 0.269, 0.051], [-0.374, 0.071, -1.390], [0.347, -1.318, 0.440], [-0.024, -1.205, 0.002], [-0.286, 0.475, 0.075], [0.028, 1.067, 0.181], [0.536, 0.566, 0.715], [0.066, -0.483, 0.009], [0.802, -1.368, -0.141], [-0.277, -0.469, 1.106], [0.546, 2.118, -1.628], [-1.609, -0.734, -2.589], [-0.128, 0.051, 0.383], [-0.218, 0.613, -0.667], [-0.699, 0.653, 0.374], [-0.080, -0.296, 0.088], [-0.189, 0.050, -0.130], [-0.111, 0.256, 0.026], [0.393, 0.156, 0.584], [-0.209, -0.066, 0.281], [0.020, -0.320, -0.565], [-0.021, 0.102, -0.282], [-0.036, 0.535, 0.170], [0.292, -0.027, 0.231], [0.161, -0.775, 0.611], [0.045, -0.160, -0.463], [-0.034, 0.003, 0.022], [0.103, -0.130, -0.032]],
  "lumo_energy_ev": -0.900,
  "relative_energy_kcal_mol": 28.5,
  "e_tot_ev": -27334.778,
  "smiles": "Cc1cccn2c1nc1ccc(/N=[N+](\\[O-])c3ccccc3)nc12",
  "orbital_gap_ha": 0.2477
}


Repeat the third record exactly.
{
  "formula": "C17H13N5O",
  "method": "ωB97M-V/def2-TZVPD",
  "elements": ["O", "N", "N", "N", "N", "N", "C", "C", "C", "C", "C", "C", "C", "C", "C", "C", "C", "C", "C", "C", "C", "C", "C", "H", "H", "H", "H", "H", "H", "H", "H", "H", "H", "H", "H", "H"],
  "positions_angstrom": [[-2.587, 1.044, -0.786], [1.219, -1.042, 1.784], [-1.718, 1.141, -1.666], [-1.274, 0.038, -2.111], [0.775, -3.277, 1.739], [-0.026, -0.334, -0.191], [-1.712, 3.436, -4.678], [2.745, -0.020, 3.217], [-1.571, 2.249, -3.908], [2.368, -3.700, 4.329], [1.395, -2.291, 2.385], [-1.035, -2.197, -1.338], [-2.132, 3.514, -1.927], [1.924, 0.065, 2.147], [-0.603, -3.122, -0.408], [-2.109, 4.638, -4.054], [-2.324, 4.688, -2.678], [-0.760, -0.835, -1.179], [-1.812, 2.289, -2.514], [0.431, -1.236, 0.709], [0.177, -2.628, 0.660], [2.259, -2.403, 3.569], [2.943, -1.277, 3.914], [-2.240, 3.596, -0.856], [-2.523, 5.608, -2.150], [-1.591, -2.548, -2.197], [3.162, -3.673, 5.042], [1.419, -3.936, 4.790], [-1.489, 3.467, -5.720], [-0.837, -4.180, -0.432], [-1.305, 1.288, -4.365], [3.240, 0.889, 3.508], [1.738, 0.973, 1.537], [3.522, -1.253, 4.842], [2.573, -4.512, 3.627], [-2.243, 5.539, -4.644]],
  "forces_ev_per_a": [[0.432, 2.019, 2.097], [0.763, -0.284, 0.641], [-3.655, -2.967, -0.807], [3.269, 1.226, -1.942], [0.099, 1.219, -0.083], [0.456, -0.347, 0.944], [-0.293, -0.230, 2.051], [-0.014, -0.269, -0.363], [-0.100, 0.269, 0.051], [-0.374, 0.071, -1.390], [0.347, -1.318, 0.440], [-0.024, -1.205, 0.002], [-0.286, 0.475, 0.075], [0.028, 1.067, 0.181], [0.536, 0.566, 0.715], [0.066, -0.483, 0.009], [0.802, -1.368, -0.141], [-0.277, -0.469, 1.106], [0.546, 2.118, -1.628], [-1.609, -0.734, -2.589], [-0.128, 0.051, 0.383], [-0.218, 0.613, -0.667], [-0.699, 0.653, 0.374], [-0.080, -0.296, 0.088], [-0.189, 0.050, -0.130], [-0.111, 0.256, 0.026], [0.393, 0.156, 0.584], [-0.209, -0.066, 0.281], [0.020, -0.320, -0.565], [-0.021, 0.102, -0.282], [-0.036, 0.535, 0.170], [0.292, -0.027, 0.231], [0.161, -0.775, 0.611], [0.045, -0.160, -0.463], [-0.034, 0.003, 0.022], [0.103, -0.130, -0.032]],
  "lumo_energy_ev": -0.900,
  "relative_energy_kcal_mol": 28.5,
  "e_tot_ev": -27334.778,
  "smiles": "Cc1cccn2c1nc1ccc(/N=[N+](\\[O-])c3ccccc3)nc12",
  "orbital_gap_ha": 0.2477
}